Computed, not measured: a gas-phase ion, C11H22NSi (charge +1) at a distorted geometry, with ωB97M-V/def2-TZVPD.

Its spin multiplicity is 1. Its net charge is +1. Its structure (SMILES) is C[NH2+][C@@H](C1C=C(C)C(C)=C1)[SiH](C)C. The HOMO energy is -11.837 eV. For the orbital gap, the calculation gives 8.87 eV. The LUMO energy is -3.0 eV. Its calculated total energy is -776.238692 Ha. The energy above the lowest of the compared OMol25 structures with the same formula, charge and spin is 4.10 kcal/mol.

The geometry in XYZ format:
```
35
Properties=species:S:1:pos:R:3:forces:R:3
C 1.521092 2.910156 1.118799 -0.0899 1.7493 1.4859
N 1.598010 1.406546 1.066041 1.8178 0.3492 -2.2705
C 0.414124 0.585540 1.234336 -3.6732 -0.8671 -1.1682
C -0.746633 1.215935 0.220310 1.8627 -2.6901 -0.0942
C -0.052251 1.404088 -1.123027 -1.2158 -1.4017 0.6983
C -0.681306 0.496819 -1.937684 2.2242 2.5853 -1.2431
C -0.316576 0.295041 -3.365234 1.3468 -2.1755 -0.9195
C -1.791271 -0.155185 -1.316090 -2.6128 -0.5750 1.5254
C -2.822771 -1.058132 -1.978184 1.2955 1.2953 -2.7522
C -1.973290 0.297169 -0.033915 3.1959 -0.0526 0.4634
Si 0.816848 -1.342716 0.953557 -0.6708 -0.3167 0.6476
C -0.663171 -2.575290 1.357582 4.4816 -2.1160 -1.0753
C 2.132694 -1.777445 2.201164 0.7818 -2.4528 -0.7405
H 2.066407 3.277790 2.031340 -0.5645 -0.4707 -0.9124
H 1.915767 3.489957 0.246394 0.0256 -1.2724 0.4892
H 0.473850 3.234111 1.200560 0.4198 -0.3647 0.1518
H 2.268226 1.012391 1.735183 0.4241 0.5394 -0.4496
H 1.912810 1.239036 0.045197 -0.1704 -0.3734 2.0191
H 0.036572 0.643854 2.254172 0.1965 0.3846 0.2230
H -1.080972 2.077390 0.654132 -0.8420 2.5662 1.1775
H 0.843234 2.059555 -1.265992 -1.2042 -0.7045 -0.4846
H -0.977441 0.722953 -4.089063 -0.9917 0.3306 -0.1238
H -0.381527 -0.844876 -3.547782 0.4306 1.6990 -0.0550
H 0.686474 0.698791 -3.724963 -1.0299 -0.7083 1.0575
H -2.444258 -1.947769 -2.550697 -0.0372 1.1135 0.2783
H -3.504003 -0.414776 -2.644646 1.0037 -1.1159 0.8218
H -3.368401 -1.445869 -1.208003 -1.8522 -1.0086 1.9163
H -2.514136 -0.008170 0.901046 -0.0905 0.1026 -1.6772
H 1.644891 -1.270364 -0.284522 -0.6559 -0.2745 -0.2879
H -0.102952 -3.580385 1.756455 -1.3118 2.3609 -1.1653
H -1.166921 -2.227569 2.173200 -1.5117 1.1455 2.2337
H -1.323175 -2.830564 0.570341 -0.5954 -0.1750 -0.7713
H 3.090372 -1.891497 1.667654 -0.3185 -0.4811 -0.2337
H 2.429469 -1.011082 2.807704 0.2810 2.3612 2.1724
H 2.060214 -2.685431 2.874633 -0.3489 1.0137 -0.9369
```
Positions in Å, forces in eV/Å.

For each atom in turn, the natural (NBO) charge in e is: number 1, C, carries -0.4542; number 2, N, carries -0.5470; number 3, C, carries -0.4155; number 4, C, carries -0.2775; number 5, C, carries -0.2611; number 6, C, carries 0.0206; number 7, C, carries -0.6559; number 8, C, carries -0.0220; number 9, C, carries -0.6385; number 10, C, carries -0.1719; number 11, Si, carries 1.3228; number 12, C, carries -1.0130; number 13, C, carries -1.1454; number 14, H, carries 0.2459; number 15, H, carries 0.2507; number 16, H, carries 0.2434; number 17, H, carries 0.4473; number 18, H, carries 0.4634; number 19, H, carries 0.2331; number 20, H, carries 0.2194; number 21, H, carries 0.2043; number 22, H, carries 0.2441; number 23, H, carries 0.2278; number 24, H, carries 0.2349; number 25, H, carries 0.2309; number 26, H, carries 0.2404; number 27, H, carries 0.2214; number 28, H, carries 0.2387; number 29, H, carries -0.1707; number 30, H, carries 0.2555; number 31, H, carries 0.2320; number 32, H, carries 0.2443; number 33, H, carries 0.2548; number 34, H, carries 0.2211; number 35, H, carries 0.2759